Molecular formula: C6H54NO21
Method: DFT, the ωB97M-V functional and the def2-TZVPD basis

Values from the calculation:
- Gap between HOMO and LUMO: 10.306 eV
- Calculated total energy: -1895.2135 Eh
- F_max: 12.9 eV Å⁻¹
- ΔE to the lowest compared entry with this formula, charge and spin: 2.256 eV
- Molecular weight: 476.5 g mol⁻¹

The geometry in ORCA input format:
```
! RIJCOSX wB97M-V def2-TZVPD def2/J DEFGRID3
* xyz 1 1
O -4.5705 -4.4721 -3.2210
O -2.7095 0.0509 2.6740
O -4.9215 -1.5851 0.0570
O -2.8815 -5.5611 -1.3460
O 1.0115 6.2909 1.4970
O -4.2715 0.8179 -1.0860
O 5.3045 4.4469 -0.0640
O 2.6515 -1.8591 -0.2660
O 6.0815 2.9809 2.6410
O -3.0895 -3.4401 0.6930
O -0.6375 0.7879 -4.4990
O -1.2785 4.3829 1.9750
O 1.4645 2.5719 2.0690
O -1.3475 -1.1271 -2.7650
O 3.4075 5.9369 5.9820
O -1.7695 -4.5381 -6.1930
O -1.0715 -1.3581 4.7740
O 2.1785 0.5609 -3.7400
O 2.5485 -3.9441 -2.4390
O -0.6975 -2.4271 2.3220
O 2.6225 1.2879 4.3330
N 0.3835 -0.5341 0.4830
C 0.4715 0.5209 1.4100
C -0.4485 -0.3771 -0.7690
C -0.5105 -1.5481 -1.6830
C 1.3415 1.6279 1.0770
C -1.7295 -2.3341 -3.5760
C 2.4985 3.5659 1.8980
H 0.4525 7.0329 1.7620
H 6.1725 3.0339 3.6560
H 4.8615 4.5029 -1.0090
H -0.4485 0.9829 1.5280
H 5.9685 4.9939 -0.4800
H -0.3075 4.5419 1.8560
H -5.4745 -4.6781 -3.0590
H 2.4275 4.3309 2.7130
H -0.7445 -0.0641 -4.3860
H -4.5855 -0.7721 -0.4360
H -0.1245 -1.2041 1.2000
H -1.2325 -3.1631 2.1260
H -0.9755 -5.0611 -5.9690
H -1.5765 4.6859 2.8120
H 0.8635 2.1989 0.1320
H -3.3505 -0.5701 2.1750
H 6.2875 3.8609 2.2620
H -3.9125 -2.9801 0.4740
H -3.3115 -4.7731 -1.9560
H -0.8715 -2.8711 -3.8710
H -0.7295 -0.7581 5.4130
H 2.4045 1.6119 3.4070
H 0.5355 0.0709 2.6590
H 4.0705 5.8019 6.5380
H -1.6555 -0.1631 -0.5680
H -0.9295 0.9859 -5.3680
H -0.8505 -2.2471 3.3430
H 2.8775 -2.7211 -0.6250
H -2.2605 -1.8411 -4.3540
H 2.1525 -0.4801 -4.1040
H 3.3855 3.1709 1.9330
H -4.4745 -4.8491 -4.1820
H -2.5845 -5.1801 -6.2400
H 2.5685 0.3109 4.0210
H -2.0625 -5.5721 -1.1910
H 0.0305 0.4539 -1.3640
H -1.0255 -2.4151 -1.1530
H -1.6055 -0.8201 4.2580
H -2.8645 0.7309 2.1410
H 2.5125 3.9859 0.8490
H 3.2895 5.1019 5.4370
H 2.7515 -3.2341 -2.9430
H 2.4285 1.0589 0.9750
H 3.0695 -4.6751 -3.0110
H 0.7615 -1.5751 -2.1430
H 1.1765 -0.9441 0.0240
H 3.4385 -1.6101 0.2430
H -3.0205 -4.3521 0.4940
H -5.0675 1.1359 -1.4020
H -3.6295 1.4329 -0.5640
H -5.5365 -1.8471 -0.5990
H 1.3885 0.8929 -3.9990
H -2.4985 -2.8951 -3.2000
H 1.8055 6.6789 1.5080
*
```

Atom charges from the Mulliken analysis, given in e for atoms 1 to 2: number 1, O, carries -0.586; number 2, O, carries -0.604